Computed, not measured: the molecule CH5ClNP in a non-equilibrium geometry, with wB97M-V/def2-TZVPD.

```
9
Properties=species:S:1:pos:R:3:forces:R:3
C 0.1659 0.8653 0.7090 1.14 -0.20 -1.81
P -0.8889 -0.6114 0.9240 -1.75 0.52 -2.72
N -0.4188 -1.4721 -0.5106 -0.44 0.05 0.39
Cl -2.9719 0.1115 -0.2066 1.75 -0.36 1.20
H -0.1337 1.7741 1.2201 -0.06 -0.16 0.30
H 0.3816 1.1141 -0.3998 -0.62 -0.41 1.73
H 1.1306 0.4727 1.1068 -0.32 0.52 0.04
H 0.3439 -1.1356 -1.0832 0.18 0.38 0.36
H -1.2131 -1.5503 -1.1504 0.11 -0.34 0.52
```
Forces are in eV/Å.

Its energy above the lowest of the compared OMol25 structures with the same formula, charge and spin is 19.39 kcal per mole.

Mulliken population analysis, charges in e, atoms 1 to 6: -0.838 0.384 -0.596 -0.428 0.328 0.264

=====

Computed, not measured: a structure of composition C29H57AgN3O9 in a non-equilibrium geometry, with wB97M-V/def2-TZVPD.

```
99
Properties=species:S:1:pos:R:3:forces:R:3
Ag 1.4671 -1.5653 1.0874 -0.18 -1.23 0.76
C 1.5239 -2.1198 3.8743 0.86 -2.03 1.50
O 2.6582 -1.9079 3.3677 3.13 1.87 -1.56
O 1.3717 -2.8102 4.8888 0.29 -0.92 3.00
O 0.5170 -1.7244 3.2787 -4.62 3.17 -3.15
C 1.1373 -4.2874 1.0445 0.53 -1.49 3.35
O 2.3150 -4.1201 0.6859 3.66 0.49 -2.16
O 0.8358 -5.0394 1.9912 -0.50 -2.48 0.91
O 0.2416 -3.5443 0.5972 -3.74 3.65 -3.57
C -2.6248 1.8791 4.5516 -1.02 -1.23 -0.58
C -3.3263 1.5491 3.1894 -0.34 0.43 -0.28
C -3.4711 2.9433 2.4400 0.24 -1.84 -0.27
C -3.9376 2.6979 0.9987 -0.14 2.00 1.24
C -2.9591 1.8339 0.2667 -0.32 -1.31 -0.09
C -2.7406 0.4653 0.9555 1.21 -1.14 -1.33
N -2.4420 0.6447 2.3764 0.29 1.66 0.19
O -2.2021 -0.5933 3.0030 -1.45 0.64 -0.04
C -3.9114 -0.4878 0.7250 -0.47 -0.05 0.77
C -1.4870 -0.2356 0.2231 -0.51 1.57 1.16
C -4.7870 0.9046 3.4619 0.62 0.77 0.89
H -3.0114 1.1209 5.2326 0.65 -0.10 0.37
H -2.9577 2.8353 4.9551 0.02 0.20 -0.21
H -1.5399 1.8359 4.4556 -0.12 -0.02 0.05
H -4.0888 3.6400 3.0067 -0.55 -0.29 0.06
H -2.5290 3.4860 2.3621 0.52 -0.42 0.25
H -3.9449 3.7198 0.6194 -0.16 0.10 -0.79
H -4.9859 2.4020 1.0369 0.07 -0.59 -0.41
H -1.9955 2.3128 0.0930 0.05 0.27 0.38
H -3.3351 1.5917 -0.7274 -0.06 0.03 -0.19
H -4.7605 -0.1891 1.3397 -0.26 0.08 -0.33
H -4.2183 -0.5610 -0.3184 0.14 -0.01 -0.08
H -3.6312 -1.4672 1.1127 0.11 -0.10 -0.24
H -1.1395 -1.1334 0.7342 -0.32 -0.32 -0.13
H -1.6635 -0.3738 -0.8436 -0.40 -0.25 0.17
H -0.6580 0.4701 0.2785 0.20 0.06 0.16
H -5.6121 1.1911 2.8098 0.40 -0.11 -0.66
H -5.1837 1.2404 4.4200 0.31 0.38 0.44
H -4.7608 -0.1764 3.5993 0.35 -0.03 -0.46
H -1.2666 -0.5721 3.2173 1.27 -0.89 0.18
C 3.0692 3.0961 3.0033 -0.33 1.50 0.00
C 1.8344 2.2829 2.5507 0.28 -0.37 0.66
C 0.6321 3.1613 2.1351 -0.55 0.70 0.63
C 0.7466 3.8453 0.8385 1.75 -1.02 -2.73
C 1.1753 2.7780 -0.2205 0.06 0.67 -0.05
C 2.4369 1.8837 0.0562 -0.93 1.95 1.80
N 2.2534 1.4273 1.4060 -1.60 -1.55 1.42
O 3.2561 0.4976 1.8055 1.08 2.03 -1.32
C 2.3332 0.7935 -0.9494 0.73 -1.39 -0.12
C 3.7835 2.6757 -0.0807 -0.65 -0.23 -0.30
C 1.3400 1.3802 3.7075 -0.26 0.37 0.26
H 3.1356 3.9524 2.3321 0.60 -0.12 -0.59
H 4.0074 2.5457 3.0735 -0.27 -0.27 -0.45
H 3.0121 3.6672 3.9299 -0.66 -0.49 0.69
H -0.3302 2.6523 2.0809 0.28 -1.00 0.26
H 0.3879 3.9906 2.7990 0.51 -0.22 1.10
H 1.5248 4.6069 0.7872 -0.02 0.42 0.37
H -0.1959 4.2715 0.4947 -0.09 0.20 0.14
H 1.3640 3.2597 -1.1799 0.00 0.21 -0.24
H 0.3071 2.1378 -0.3771 0.17 -0.34 0.02
H 1.5892 0.0126 -0.7921 -0.69 0.43 0.39
H 2.1353 1.2497 -1.9193 0.42 -0.24 -0.31
H 3.2183 0.1605 -0.8850 0.46 0.24 -0.63
H 4.5634 2.2859 0.5735 -0.10 -0.56 -0.24
H 4.0543 2.5810 -1.1323 0.48 0.43 -0.02
H 3.6917 3.7111 0.2474 -0.25 0.19 -0.41
H 2.1314 0.8632 4.2503 0.03 -0.66 -0.68
H 0.5066 0.7508 3.3956 0.66 -0.69 -0.29
H 0.8790 1.9167 4.5368 0.01 1.06 -0.09
H 2.8834 -0.1322 2.4268 -0.83 -1.64 1.00
C 3.1960 -3.5679 -3.7219 0.25 0.77 1.02
C 2.0293 -2.6534 -4.1504 -1.54 -0.58 0.11
C 1.4458 -3.3136 -5.4826 0.80 0.98 1.24
C 0.0602 -2.8021 -5.8836 0.49 -0.66 -0.13
C -0.8736 -2.9051 -4.7213 -0.32 -0.86 0.42
C -0.4523 -2.2492 -3.3910 0.70 -0.70 -0.27
N 0.9751 -2.5834 -3.0767 -0.70 -1.40 -3.21
O 1.4130 -2.2287 -1.8260 0.24 1.04 -0.60
C -0.7762 -0.7513 -3.4739 0.84 -0.26 0.33
C -1.3163 -2.9261 -2.3452 -0.57 0.80 0.33
C 2.5746 -1.2638 -4.4963 -0.31 -0.21 -0.30
H 3.7128 -2.9781 -2.9649 0.45 -0.25 0.09
H 3.8868 -3.8216 -4.5259 0.01 0.44 -0.37
H 2.9928 -4.5200 -3.2316 -0.83 0.17 0.00
H 2.2179 -3.1520 -6.2348 -0.05 0.53 -0.36
H 1.5616 -4.3896 -5.3530 -0.97 -0.22 0.24
H -0.3220 -3.4923 -6.6357 -0.09 0.23 -0.50
H 0.0471 -1.7870 -6.2804 0.40 0.07 -0.16
H -1.0628 -3.9681 -4.5721 0.55 -0.37 0.50
H -1.8955 -2.6389 -4.9914 -0.06 0.88 -0.02
H -0.4354 -0.2176 -2.5867 -0.14 -0.16 0.21
H -0.1817 -0.3288 -4.2839 -0.47 0.22 -0.38
H -1.8564 -0.6567 -3.5849 0.03 0.40 -0.21
H -2.3574 -2.8141 -2.6480 -0.34 0.08 -0.17
H -1.1393 -3.9986 -2.2646 0.41 0.24 0.37
H -1.2354 -2.3686 -1.4121 0.26 -0.78 0.33
H 1.8216 -0.6264 -4.9597 -0.21 -0.21 -0.32
H 3.3398 -1.4918 -5.2383 0.55 0.75 0.11
H 2.8790 -0.6746 -3.6312 0.55 -0.44 0.11
H 1.1289 -2.9908 -1.3161 0.10 -0.70 1.98
```
Forces are in eV/Å.

Its charge is -3. Its energy above the lowest of the compared OMol25 structures with the same formula, charge and spin is 0.00 kcal per mole.

Mulliken population analysis, charges in e, atoms 1 to 6: 1.390 0.496 -0.874 -0.940 -0.599 0.577

=====

Computed, not measured: a cluster of 2 separate species, C2H4ClFS in total in a non-equilibrium geometry, with wB97M-V/def2-TZVPD.

```
9
Properties=species:S:1:pos:R:3:forces:R:3
C 1.1495 -0.1713 0.5185 -1.00 -0.76 0.32
C -2.0322 0.0160 0.5557 1.06 -1.50 2.89
F 1.3655 -0.6180 1.8138 0.21 0.01 0.20
S 0.8580 -1.5945 -0.5766 0.16 1.14 0.42
Cl -2.7578 0.3892 -0.8610 -0.52 0.19 -1.75
H 0.2574 0.4963 0.6127 0.59 -0.48 -0.67
H 2.0138 0.3916 0.2150 0.43 0.17 -0.36
H -1.3043 -0.9167 0.6390 -2.01 2.16 -0.16
H -2.5687 0.4765 1.4381 1.08 -0.92 -0.89
```
Forces are in eV/Å.

Its energy above the lowest of the compared OMol25 structures with the same formula, charge and spin is 87.54 kcal per mole.

Mulliken population analysis, charges in e, atoms 1 to 6: -0.107 -0.452 -0.246 -0.049 -0.089 0.163

=====

Computed, not measured: a cluster of 8 separate species, H16O8 in total, with wB97M-V/def2-TZVPD.

```
24
Properties=species:S:1:pos:R:3:forces:R:3
O 0.4636 -0.1752 -1.6946 0.02 0.20 0.15
H 1.2557 -0.0705 -1.1554 -0.04 -0.02 -0.09
H -0.2339 0.2314 -1.1681 -0.01 -0.19 -0.04
O -5.0623 -0.6242 -1.1704 -0.01 0.24 0.12
H -5.3675 0.2796 -1.3089 -0.03 -0.10 -0.03
H -4.4003 -0.5441 -0.4745 0.09 -0.17 -0.13
O -1.9708 2.0545 2.3662 0.09 -0.23 -0.02
H -2.2300 1.2783 1.8569 -0.02 0.08 0.00
H -1.0643 1.8668 2.6347 -0.07 0.10 0.00
O 0.0297 -3.6526 0.4081 -0.03 0.10 0.23
H -0.4119 -3.5206 1.2546 0.17 -0.40 0.04
H 0.7853 -4.2113 0.6224 0.00 0.06 -0.08
O 5.2205 -1.9825 -0.8748 -0.10 0.19 0.02
H 4.9165 -1.6431 -1.7242 0.04 -0.08 0.02
H 5.1281 -1.2329 -0.2761 0.06 -0.11 -0.06
O 4.1563 2.5777 0.8614 0.06 -0.15 0.15
H 4.4456 3.1390 1.5895 -0.04 0.02 -0.10
H 4.3938 1.6871 1.1432 -0.01 0.11 -0.03
O -2.3640 -1.7641 0.6248 -0.06 0.21 0.40
H -1.5090 -2.1525 0.8418 -0.05 0.19 -0.46
H -2.8332 -1.7450 1.4665 -0.08 -0.06 -0.05
O -0.9788 3.6778 -1.6939 -0.10 -0.14 -0.08
H -1.5200 3.8027 -2.4817 0.06 0.03 0.07
H -0.8489 2.7239 -1.6475 0.06 0.12 -0.04
```
Forces are in eV/Å.

Its energy above the lowest of the compared OMol25 structures with the same formula, charge and spin is 72.31 kcal per mole.

Mulliken population analysis, charges in e, atoms 1 to 6: -0.613 0.315 0.287 -0.618 0.319 0.297

=====

Computed, not measured: a structure of composition C28H42AsCaF9O20 in a non-equilibrium geometry, with wB97M-V/def2-TZVPD.

```
101
Properties=species:S:1:pos:R:3:forces:R:3
Ca 21.0299 -12.9062 2.4954 -0.91 0.60 0.93
As 23.4419 -9.9662 1.2907 2.48 0.34 1.38
F 23.8759 -10.9498 -0.1831 -0.41 0.93 1.75
F 22.3233 -11.2760 1.8484 1.04 1.04 -0.51
F 23.0115 -8.9770 2.7129 0.38 -1.09 -1.09
F 24.6063 -8.6668 0.8141 -1.20 -1.46 0.12
F 22.1452 -9.2730 0.4674 -0.52 0.30 -0.79
F 24.7521 -10.7409 2.2615 -1.29 0.43 -1.16
C 20.5245 -12.0027 5.5706 1.25 1.14 -3.21
O 20.8252 -13.3567 5.2510 -0.43 -1.28 1.56
O 20.4319 -11.4136 4.3028 -0.97 -0.95 2.40
C 19.3554 -11.8949 6.6336 1.28 1.55 -1.71
F 18.9473 -10.6466 6.7415 0.05 2.02 -0.05
F 18.2784 -12.5268 6.2696 -1.46 -2.21 -0.15
F 19.7226 -12.2073 7.8856 0.18 -0.97 0.46
C 21.1262 -14.1878 6.3526 -0.75 -2.07 -0.72
C 21.1796 -15.6423 5.8478 0.23 0.55 0.05
H 21.2452 -16.2434 6.7548 0.55 -0.43 -0.17
H 20.2851 -15.9811 5.3252 -0.21 0.44 0.01
H 22.0010 -15.7392 5.1378 0.21 -0.45 0.21
H 20.3590 -14.2767 7.1217 -0.32 0.86 0.01
H 22.0634 -14.0013 6.8770 0.27 0.63 -0.20
H 21.4243 -11.6282 6.0586 0.14 0.41 0.74
C 22.7329 -17.3342 -1.3725 0.01 -0.50 -0.37
C 23.6955 -16.2082 -1.2442 -0.18 -0.25 -2.16
C 23.4632 -15.0675 -2.2733 1.66 -0.79 0.37
O 22.7826 -14.1609 -1.4812 -1.86 2.38 -0.70
C 22.9147 -14.4219 -0.1967 -1.38 3.55 2.92
O 22.6035 -13.7357 0.7723 0.42 -1.25 -2.83
O 23.4624 -15.5651 -0.0586 1.89 -2.46 2.66
H 21.6832 -17.0479 -1.3078 0.00 0.36 -0.07
H 22.9236 -18.0338 -0.5587 0.04 -0.37 -0.34
H 22.9438 -17.7133 -2.3724 -0.31 -0.80 0.15
H 24.7167 -16.5815 -1.3208 0.04 0.08 0.31
H 22.9551 -15.3115 -3.2062 -0.31 -0.06 0.32
H 24.4332 -14.6291 -2.5081 0.04 0.09 -0.32
C 25.0774 -15.3391 6.8948 0.25 -0.32 -0.07
C 25.5386 -14.7119 5.5443 -0.83 -1.14 2.65
C 25.4110 -15.7146 4.4232 1.58 -0.44 0.45
O 24.5366 -15.0899 3.5435 0.25 -1.57 -2.19
C 23.9948 -14.0353 4.0671 -3.09 2.28 -0.01
O 23.0444 -13.4422 3.5834 2.40 -0.91 1.08
O 24.5355 -13.7712 5.2622 -0.37 1.30 -0.62
H 25.0064 -14.6343 7.7232 0.35 0.13 -0.17
H 25.6463 -16.2176 7.1994 0.62 0.23 0.00
H 24.0815 -15.7729 6.8048 -0.27 0.32 -0.50
H 26.5170 -14.2342 5.5943 -0.11 0.07 0.03
H 25.0448 -16.6940 4.7312 -0.34 0.11 0.05
H 26.4099 -15.8666 4.0143 -0.20 -0.03 -0.65
C 16.3761 -17.0616 1.4779 -0.38 -0.16 0.48
C 16.2614 -16.1546 2.7009 -0.48 0.07 -1.46
C 17.0358 -16.5499 3.9052 0.14 -1.41 0.13
O 17.9386 -15.4675 4.1250 -0.09 -1.69 2.20
C 17.9020 -14.6320 3.1318 2.58 3.50 -1.55
O 18.7127 -13.7007 2.9915 -2.93 -2.83 0.10
O 16.9132 -14.9577 2.2858 -0.08 1.22 -0.29
H 15.9111 -16.5836 0.6157 0.25 0.18 0.01
H 15.8547 -18.0130 1.5834 0.12 -0.13 0.31
H 17.4453 -17.2124 1.3293 -0.08 -0.10 -0.36
H 15.2342 -15.9642 3.0120 -0.12 0.36 -0.47
H 17.5680 -17.4822 3.7161 0.62 0.13 -0.02
H 16.3251 -16.8315 4.6821 0.50 0.87 0.75
C 17.4040 -8.3432 -1.7936 -1.64 0.66 0.56
C 17.3151 -9.2570 -0.5833 -0.20 -0.33 -1.41
C 16.6011 -10.6413 -0.6860 0.57 1.07 0.46
O 17.5240 -11.4363 0.0618 -1.57 -1.91 -0.25
C 18.6535 -10.8186 0.2805 2.81 0.47 1.68
O 19.5771 -11.2217 0.9514 -1.27 0.00 -1.09
O 18.6345 -9.6147 -0.3000 1.02 -0.06 0.66
H 17.6488 -8.7533 -2.7734 0.19 -0.46 0.38
H 18.0428 -7.4875 -1.5752 0.17 -0.23 0.04
H 16.3956 -7.9330 -1.8483 -0.16 0.30 -0.52
H 16.8479 -8.7804 0.2784 0.31 0.53 0.02
H 16.4679 -11.0172 -1.7004 0.06 -0.12 0.06
H 15.6781 -10.6148 -0.1068 -0.11 -0.19 -0.40
C 19.3762 -14.8880 -4.0769 -0.96 0.40 0.14
C 18.5381 -14.5266 -2.8159 0.03 -2.01 -0.07
C 18.0600 -15.7933 -2.0044 -0.01 1.00 -1.07
O 18.6003 -15.5552 -0.6914 -1.41 -2.72 -0.78
C 19.3554 -14.4954 -0.6752 0.92 1.77 0.63
O 19.9168 -14.0939 0.3018 -0.16 -0.26 -0.75
O 19.3804 -13.9131 -1.8887 0.79 1.32 0.55
H 20.2066 -15.5770 -3.9220 -0.02 0.07 0.69
H 19.7859 -13.9819 -4.5232 -0.11 -0.01 -0.02
H 18.7465 -15.3963 -4.8071 -0.21 0.20 -0.13
H 17.6387 -13.9350 -2.9872 0.40 0.48 -0.47
H 18.4156 -16.6377 -2.5950 0.56 -0.59 1.00
H 16.9769 -15.9060 -1.9554 0.06 0.27 0.29
C 19.7056 -19.2989 0.5187 0.38 -1.27 -0.74
C 20.1080 -18.6538 1.8062 0.21 -0.86 -0.10
C 21.5894 -18.8784 2.1963 -0.79 -0.08 -0.29
O 21.9051 -17.6042 2.7914 0.11 -0.62 -0.23
C 21.0311 -16.6821 2.3392 0.99 4.65 2.11
O 21.1534 -15.4651 2.6646 -0.89 -5.27 -1.84
O 20.0573 -17.2629 1.6230 0.01 1.85 0.23
H 19.8046 -20.3815 0.5978 0.45 -0.17 0.15
H 20.4155 -18.9576 -0.2347 -0.09 -0.07 -0.19
H 18.7030 -19.2448 0.0944 -0.18 0.91 0.60
H 19.4721 -18.9139 2.6524 -0.16 -0.06 0.05
H 22.2333 -19.0954 1.3440 0.00 0.46 -0.25
H 21.7210 -19.7437 2.8460 -0.04 0.52 0.59
```
Forces are in eV/Å.

Its energy above the lowest of the compared OMol25 structures with the same formula, charge and spin is 58.68 kcal per mole.

Mulliken population analysis, charges in e, atoms 1 to 6: 2.018 1.991 -0.506 -0.870 -0.496 -0.538

=====

Computed, not measured: a cluster of 2 separate species, C4H7I2NO in total in a non-equilibrium geometry, with wB97M-V/def2-TZVPD.

```
15
Properties=species:S:1:pos:R:3:forces:R:3
C 0.2979 -1.3476 -0.4696 3.87 1.81 -1.60
C -0.8311 -0.5339 -1.0367 -0.18 -0.26 -1.06
C -0.0863 -0.0559 0.1143 -1.63 -0.23 0.79
C 0.4491 1.1467 0.7619 2.44 0.92 -2.83
N -1.5124 -0.7232 2.0719 0.31 -0.16 -1.56
O -0.3323 2.2941 0.6048 -0.70 -0.52 -1.24
I -0.3312 -1.5316 3.5025 0.28 0.08 0.10
I -2.4328 0.9923 2.6068 -0.33 0.14 0.44
H 0.0769 -2.1670 0.1232 -0.45 -1.71 0.86
H 1.3815 -1.4013 -1.0184 -2.77 0.13 1.29
H -0.7748 -0.1070 -2.0307 0.72 0.56 0.05
H -1.7869 -1.0124 -1.0468 -0.73 -0.08 1.00
H 1.4957 1.3971 0.2547 -1.54 -0.77 0.84
H 0.6858 0.8132 1.7243 0.32 0.12 2.03
H -0.3149 2.9390 1.2989 0.39 -0.04 0.85
```
Forces are in eV/Å.

Its energy above the lowest of the compared OMol25 structures with the same formula, charge and spin is 108.08 kcal per mole.

Mulliken population analysis, charges in e, atoms 1 to 6: -0.438 -0.640 0.563 -0.446 -0.603 -0.520